Molecular formula: C35H16Cl84FN2O4S
Method: DFT, the ωB97M-V functional and the def2-TZVPD basis

```
143
Properties=species:S:1:pos:R:3
C 5.818 -0.589 2.081
C 5.010 0.690 2.229
O 4.232 0.959 1.079
C 2.839 1.086 1.351
C 2.114 0.809 0.047
O 0.735 1.181 0.040
C 0.124 1.262 1.270
C -0.184 0.192 2.059
C 0.201 -1.182 1.552
C -0.825 -2.312 1.710
C -1.127 -3.057 0.407
F -0.293 -3.273 2.591
C -0.829 0.413 3.333
C -1.126 -0.759 4.271
O -0.116 -1.382 4.650
O -2.325 -0.942 4.553
C -1.170 1.655 3.761
C -0.887 2.790 2.959
N -1.142 4.078 3.211
S -0.576 4.893 1.940
N -0.003 3.707 1.035
C -0.227 2.570 1.706
H 5.268 -1.478 2.402
H 6.163 -0.772 1.063
H 6.685 -0.539 2.747
H 4.425 0.640 3.152
H 5.705 1.529 2.366
H 2.628 2.087 1.742
H 2.572 0.314 2.079
H 2.203 -0.256 -0.193
H 2.603 1.355 -0.763
H 1.163 -1.481 1.976
H 0.366 -1.053 0.479
H -1.749 -1.905 2.127
H -0.411 -2.814 -0.375
H -2.141 -2.818 0.083
H -1.061 -4.127 0.598
H -1.653 1.792 4.721
C 7.884 -3.711 3.709
Cl 8.497 -2.203 4.400
Cl 6.153 -3.827 4.013
Cl 8.184 -3.727 1.967
Cl 8.714 -5.082 4.455
C 3.167 6.475 3.531
Cl 2.219 5.398 2.506
Cl 4.259 7.453 2.539
Cl 2.068 7.540 4.419
Cl 4.099 5.510 4.677
C -1.491 9.141 0.256
Cl -0.958 10.559 1.170
Cl -3.266 9.108 0.236
Cl -0.862 9.248 -1.390
Cl -0.894 7.667 1.019
C 1.036 -5.684 -1.666
Cl 1.229 -7.008 -0.519
Cl -0.692 -5.342 -1.827
Cl 1.894 -4.266 -1.051
Cl 1.705 -6.124 -3.242
C -3.493 -5.072 4.875
Cl -4.355 -6.097 3.698
Cl -2.235 -4.167 4.072
Cl -4.644 -3.972 5.638
Cl -2.776 -6.123 6.115
C 10.404 0.043 1.312
Cl 9.356 -1.025 0.381
Cl 11.576 0.812 0.230
Cl 9.430 1.289 2.096
Cl 11.273 -0.889 2.535
C -4.019 6.927 -3.975
Cl -3.723 7.501 -2.333
Cl -3.390 8.116 -5.129
Cl -3.205 5.383 -4.218
Cl -5.757 6.737 -4.230
C 5.682 -7.467 -2.450
Cl 4.829 -8.602 -3.507
Cl 7.035 -6.749 -3.334
Cl 4.572 -6.204 -1.936
Cl 6.297 -8.334 -1.038
C 3.186 3.911 8.151
Cl 4.739 3.117 7.850
Cl 2.132 3.680 6.765
Cl 2.441 3.216 9.594
Cl 3.459 5.642 8.409
C -6.187 12.058 -1.621
Cl -6.009 12.689 0.020
Cl -5.598 13.256 -2.780
Cl -5.256 10.571 -1.785
Cl -7.891 11.716 -1.942
C -11.910 11.182 -3.046
Cl -11.124 12.503 -3.916
Cl -12.227 11.681 -1.382
Cl -13.433 10.775 -3.842
Cl -10.850 9.770 -3.043
C -9.153 6.300 -6.660
Cl -10.425 5.080 -6.511
Cl -9.407 7.225 -8.141
Cl -9.215 7.387 -5.268
Cl -7.579 5.509 -6.715
C 13.143 4.644 0.564
Cl 11.404 4.487 0.313
Cl 13.598 6.350 0.486
Cl 13.573 3.993 2.147
Cl 14.002 3.749 -0.696
C -0.101 4.477 -7.168
Cl -1.122 3.588 -8.307
Cl 1.313 5.110 -8.022
Cl -1.024 5.807 -6.471
Cl 0.426 3.393 -5.880
C -1.015 -9.136 1.915
Cl -1.746 -10.217 3.110
Cl 0.558 -9.792 1.420
Cl -2.066 -9.031 0.500
Cl -0.802 -7.536 2.615
C -3.840 -12.454 -1.412
Cl -2.583 -12.297 -2.641
Cl -3.098 -12.479 0.188
Cl -4.944 -11.077 -1.518
Cl -4.734 -13.957 -1.667
C -12.476 7.229 -11.163
Cl -13.557 6.376 -12.272
Cl -11.079 7.840 -12.058
Cl -13.339 8.583 -10.427
Cl -11.924 6.129 -9.902
C -0.627 -8.114 8.957
Cl -2.296 -8.293 8.413
Cl -0.233 -6.403 9.087
Cl -0.434 -8.892 10.537
Cl 0.455 -8.883 7.790
C 16.282 0.667 1.638
Cl 14.556 0.510 1.318
Cl 16.729 2.375 1.582
Cl 16.656 0.013 3.237
Cl 17.193 -0.223 0.411
C -5.427 -11.738 -5.784
Cl -6.444 -11.156 -7.108
Cl -5.103 -10.413 -4.668
Cl -6.255 -13.043 -4.931
Cl -3.901 -12.344 -6.442
C -9.515 -10.300 -4.161
Cl -8.405 -11.304 -3.226
Cl -9.939 -11.132 -5.662
Cl -10.985 -10.009 -3.222
Cl -8.740 -8.760 -4.536
```

frontier orbital gap = 6.15 eV
total energy = -40907.7027 Eh
energy above the lowest of the compared OMol25 structures with the same formula, charge and spin = 0.00 kcal per mole
HOMO = -5.23 eV
charge = -1